No. 1
Here is C54H43N5O8P2Y as an isolated structure at a distorted geometry from the Open Molecules 2025 dataset. Energies are from ωB97M-V/def2-TZVPD.

```
113
Properties=species:S:1:pos:R:3:forces:R:3
Y -0.433 0.770 -0.252 0.438 -0.270 0.471
O 1.587 -2.568 -0.122 0.190 0.926 -0.045
C 0.816 -3.323 0.706 -1.069 -0.332 0.746
C 1.323 -3.956 1.836 -0.536 -0.094 -0.374
C 0.420 -4.750 2.586 1.622 0.176 -0.173
C -0.914 -4.782 2.273 0.955 0.561 -0.362
C -1.424 -4.109 1.180 0.340 0.016 -0.141
C -0.588 -3.382 0.367 1.809 0.367 -0.437
P -1.004 -2.331 -1.076 -1.306 -0.662 -0.218
C -0.607 -3.372 -2.514 0.075 -1.082 -0.352
C -0.990 -4.743 -2.605 1.029 1.847 -0.224
C -0.884 -5.425 -3.782 0.220 0.972 -0.649
C -0.322 -4.805 -4.917 -0.071 -0.213 0.328
C 0.197 -3.549 -4.820 0.015 1.342 0.544
C -0.017 -2.821 -3.621 0.706 0.048 -0.765
C -2.872 -2.487 -1.173 0.707 0.372 -0.554
C -3.599 -1.864 -0.185 0.392 0.649 1.589
C -4.955 -1.656 -0.210 -0.208 0.032 -0.147
C -5.658 -2.047 -1.328 0.478 -0.340 -1.049
C -4.996 -2.672 -2.375 1.896 -0.075 0.945
C -3.584 -2.897 -2.286 -1.880 -0.309 -0.665
C 2.937 -2.323 0.145 -0.125 -2.999 -0.624
C 3.818 -3.424 -0.030 1.026 2.896 -0.233
C 5.191 -3.163 -0.083 -0.768 -1.380 0.233
C 5.687 -1.916 0.219 0.655 0.201 -0.285
C 4.797 -0.905 0.415 0.275 -0.072 0.944
C 3.426 -1.090 0.403 -0.652 1.735 -0.036
P 2.388 0.431 0.593 0.184 -0.686 -0.557
C 2.225 0.617 2.367 0.448 -0.144 0.420
C 2.045 1.874 2.927 -0.498 -0.525 1.478
C 1.880 2.017 4.320 -0.134 -0.876 -1.061
C 1.930 0.872 5.140 1.186 1.270 0.275
C 2.188 -0.366 4.577 -0.660 0.400 -0.093
C 2.255 -0.504 3.197 0.838 -0.404 0.471
C 3.581 1.653 -0.003 0.253 0.649 -0.324
C 4.377 2.520 0.760 -0.813 -1.314 0.061
C 5.237 3.393 0.195 1.284 2.056 -1.018
C 5.351 3.462 -1.233 0.573 0.822 1.867
C 4.562 2.639 -1.986 0.029 -0.211 -1.089
C 3.704 1.727 -1.381 0.109 0.347 0.380
H 2.392 -3.817 2.066 -0.721 -0.470 0.078
H 0.862 -5.404 3.343 -0.441 0.433 0.123
H -1.591 -5.274 2.879 -1.095 -1.279 1.123
H -2.469 -4.251 1.008 -0.504 0.394 -0.423
H -1.241 -5.216 -1.710 -0.925 -0.891 1.189
H -1.290 -6.394 -3.821 -0.167 -1.228 -0.217
H -0.247 -5.267 -5.877 -0.083 -0.713 -0.266
H 0.734 -3.068 -5.660 -0.494 -0.373 0.585
H 0.361 -1.821 -3.551 0.078 0.559 -0.071
H -3.070 -1.491 0.689 0.101 -0.024 0.102
H -5.452 -1.168 0.611 -0.041 0.094 0.172
H -6.681 -1.835 -1.491 -1.024 0.170 0.306
H -5.530 -3.001 -3.242 -0.164 -0.059 -0.361
H -3.161 -3.436 -3.120 0.415 0.139 0.009
H 3.457 -4.365 -0.278 -0.748 -1.530 -0.333
H 5.848 -3.981 -0.343 0.102 -0.023 0.127
H 6.753 -1.688 0.276 -0.295 -0.293 -0.138
H 5.190 0.031 0.715 0.239 0.875 -0.022
H 2.009 2.757 2.338 -0.047 0.629 -0.653
H 1.694 3.034 4.621 0.083 -0.035 0.732
H 2.047 0.962 6.227 -0.645 0.104 -0.403
H 2.285 -1.195 5.261 0.104 -0.333 -0.191
H 2.496 -1.499 2.825 -0.219 0.266 -0.246
H 4.386 2.429 1.812 -0.300 0.065 1.095
H 5.765 4.121 0.892 -0.396 -1.116 -1.257
H 6.068 4.178 -1.660 -0.488 -0.383 0.016
H 4.575 2.690 -3.087 0.149 -0.074 0.640
H 3.123 1.090 -2.005 -0.416 -0.490 -0.411
O -0.330 -0.798 1.408 -0.311 0.414 -0.072
C -0.560 -0.758 2.631 0.695 -0.757 0.006
C -1.104 0.330 3.331 -0.555 0.524 -0.041
C -1.152 0.255 4.725 0.106 -0.494 -0.274
C -1.484 1.279 5.521 -0.123 1.187 -1.012
C -1.916 2.514 4.938 0.091 -1.021 1.136
C -1.986 2.590 3.601 0.352 0.699 -1.100
C -1.492 1.548 2.728 -0.567 1.565 -0.187
O -1.425 1.847 1.470 0.338 -1.001 -0.120
N -1.145 1.210 6.903 -0.990 1.817 1.137
O -0.694 0.188 7.366 0.093 0.073 0.219
O -1.360 2.273 7.517 0.609 -1.594 -0.057
H -0.221 -1.636 3.223 -0.438 0.263 -0.190
H -0.854 -0.645 5.176 0.518 -1.075 0.589
H -2.178 3.337 5.585 0.010 0.046 -0.043
H -2.246 3.562 3.159 0.017 -0.658 -0.087
N -6.816 2.761 -3.454 0.767 -0.393 0.752
C -6.140 1.572 -3.433 0.357 1.432 0.144
O -6.473 0.659 -4.115 -0.547 -1.973 -1.044
C -4.823 1.490 -2.684 0.168 0.682 -1.006
C -3.696 1.096 -3.463 -2.081 0.019 -0.406
C -2.530 0.988 -2.802 2.471 -0.034 0.627
N -2.394 1.254 -1.496 -0.948 0.584 0.920
C -3.443 1.731 -0.785 1.198 -0.798 -1.119
C -4.672 1.889 -1.364 -0.931 -0.082 0.358
H -7.714 2.761 -3.904 -0.113 0.059 0.036
H -6.609 3.417 -2.728 -0.200 0.458 0.034
H -3.765 0.871 -4.546 -0.170 0.165 0.975
H -1.536 0.757 -3.220 -0.884 -0.194 -0.416
H -3.213 1.938 0.232 -0.161 0.287 0.714
H -5.495 2.240 -0.712 0.376 -0.224 -0.768
C 2.047 6.171 -1.606 -0.755 -0.659 -0.305
N 1.737 4.768 -1.833 -0.486 -1.621 -1.485
C 1.814 4.209 -3.126 -1.236 0.289 1.967
C 1.333 2.939 -3.332 0.849 1.900 -0.448
C 0.849 2.218 -2.206 -0.591 -0.646 -0.659
O 0.482 0.983 -2.304 0.123 0.237 -0.204
N 0.682 2.772 -1.006 0.365 0.490 0.092
C 1.176 4.027 -0.739 0.670 0.904 0.710
O 1.200 4.523 0.388 -0.219 -0.512 -1.281
H 2.408 6.565 -2.532 0.333 0.369 -0.482
H 2.785 6.215 -0.853 0.744 0.432 0.884
H 1.143 6.702 -1.320 0.064 0.075 0.195
H 2.157 4.897 -3.925 -0.164 -0.666 0.645
H 1.264 2.625 -4.359 0.084 -0.678 0.085
```
Positions in Å, forces in eV/Å.

Output
Net charge   +1
Spin multiplicity   1
Max |F|   3.1 eV/A
Energy relative to the best compared isomer or geometry (same formula, charge and spin)   0.00 kcal per mole
E_tot   -3680.25313 a.u.
HOMO level   -10.76 eV

Löwdin population analysis, charges in e, atoms 1 to 6: Y 1.465; O -0.038; C -0.280; C -0.006; C -0.055; C -0.090

***

No. 2
Here is H24O16S as an isolated structure at a distorted geometry from the Open Molecules 2025 dataset. Energies are from ωB97M-V/def2-TZVPD.

```
41
Properties=species:S:1:pos:R:3:forces:R:3
S 0.097 0.044 0.155 -0.324 -1.433 -5.679
O 1.270 -0.320 -0.628 -0.261 0.291 0.232
O -1.088 -0.676 -0.341 0.273 -0.132 0.960
O 0.325 -0.168 1.554 -0.014 -0.272 2.675
O -0.134 1.423 0.025 -0.718 3.503 -0.727
O 1.396 -2.191 1.805 1.293 0.693 -1.639
H 0.911 -2.695 2.395 -1.469 -1.612 1.737
H 0.793 -1.387 1.568 1.547 -2.140 1.201
O 0.413 3.311 1.614 -1.419 1.416 -0.569
H 0.149 2.591 1.013 -0.252 0.975 -0.180
H 0.902 2.749 2.181 1.263 -0.238 1.263
O -2.624 1.861 0.781 -1.325 0.454 0.067
H -1.825 1.718 0.302 0.619 0.314 -1.013
H -2.316 1.544 1.627 -0.385 -0.159 1.046
O -1.723 0.292 2.818 1.829 -0.653 -0.506
H -0.895 0.086 2.157 -2.586 0.552 2.235
H -1.240 0.198 3.653 -0.394 0.221 -0.094
O 2.829 -2.245 -0.497 7.004 4.977 -9.757
H 2.200 -1.558 -0.592 -0.850 1.310 -0.371
H 2.499 -2.673 0.109 -5.039 -7.311 10.129
O -0.221 2.477 -2.287 1.946 4.506 0.758
H -0.576 1.769 -2.670 -2.317 -4.359 -3.571
H -0.311 2.145 -1.411 0.373 0.367 1.855
O -3.382 -1.536 0.925 0.205 -0.711 -2.441
H -3.854 -1.889 0.115 0.584 0.554 1.533
H -2.520 -1.253 0.484 -1.093 -0.092 1.124
O 2.098 1.544 2.038 4.730 0.974 -0.905
H 2.982 1.737 1.449 -3.889 -1.296 1.970
H 1.522 0.826 1.725 1.013 -0.062 -0.109
O -0.960 -2.939 -1.532 0.868 -0.634 -1.522
H -1.561 -3.502 -1.084 -0.785 -0.388 0.807
H -1.037 -2.039 -1.201 -0.059 0.197 0.370
O 2.055 -1.323 -3.150 -2.780 1.427 -3.004
H 1.720 -0.698 -2.520 -0.342 0.319 0.492
H 2.752 -1.729 -2.756 3.046 -1.924 2.101
O -2.987 0.155 -1.971 1.823 2.699 -1.482
H -2.339 0.095 -1.259 -0.365 -0.471 0.263
H -3.660 -0.454 -1.918 -1.872 -2.067 0.708
O 3.076 1.491 -1.847 1.910 0.540 -1.164
H 2.814 2.264 -1.394 -0.115 2.115 0.386
H 2.451 0.952 -1.434 -1.673 -2.449 0.820
```
Positions in Å, forces in eV/Å.

Output
Net charge   -2
Spin multiplicity   1
Max |F|   13.5 eV/A
Energy relative to the best compared isomer or geometry (same formula, charge and spin)   129.13 kcal per mole
E_tot   -1616.41993 a.u.
HOMO level   -4.02 eV

Löwdin population analysis, charges in e, atoms 1 to 6: S 0.376; O -0.280; O -0.329; O -0.273; O -0.307; O -0.067

***

No. 3
Here is one molecule with the formula C12H18N2 at a distorted geometry from the Open Molecules 2025 dataset. Energies are from ωB97M-V/def2-TZVPD.

```
32
Properties=species:S:1:pos:R:3:forces:R:3
C 3.781 -1.552 0.092 -6.789 -0.019 -1.568
C 2.747 -0.371 0.044 -1.229 0.118 0.750
C 3.096 0.984 0.007 3.502 -0.896 0.094
C 2.281 2.074 0.054 1.198 2.345 -0.043
C 0.931 1.888 0.151 -0.636 1.464 -1.591
C 0.534 0.577 -0.049 0.164 -0.455 0.811
N -0.823 0.283 -0.043 -0.653 -0.917 -2.458
C -1.578 0.517 -1.296 0.696 0.606 0.935
C -3.034 0.243 -1.023 -1.499 0.039 1.927
N -3.219 -0.807 0.025 2.371 1.463 1.276
C -2.603 -0.309 1.387 -1.519 -3.181 -1.351
C -1.518 0.670 1.073 -0.925 1.933 3.930
C 1.363 -0.585 -0.061 -0.203 3.244 -0.515
C 0.616 -1.802 -0.332 2.452 -3.222 1.058
H 3.461 -2.245 0.924 1.083 0.838 -0.783
H 3.223 -1.935 -0.880 2.801 -0.417 1.347
H 4.653 -1.014 0.082 2.745 -0.022 -0.229
H 4.197 1.166 -0.094 -0.926 0.004 0.273
H 2.744 3.123 -0.030 -0.771 -1.764 0.265
H 0.275 2.828 0.017 0.632 -1.970 0.645
H -1.530 1.610 -1.476 0.278 -0.313 -0.636
H -1.138 -0.062 -2.118 -0.127 0.171 0.214
H -3.545 1.226 -0.797 0.443 -0.772 0.253
H -3.612 -0.138 -1.810 -0.283 -0.406 -1.764
H -4.176 -0.970 0.231 -0.959 -0.031 -0.277
H -2.213 -1.263 1.898 -0.305 1.439 -0.711
H -3.470 0.018 1.971 0.531 0.582 0.262
H -1.969 1.709 1.017 0.328 -0.522 -0.102
H -0.861 0.713 2.009 -0.542 0.000 -1.409
H 0.150 -1.930 -1.298 0.219 0.093 -0.348
H 1.346 -2.634 -0.072 -0.769 0.353 -1.119
H -0.113 -2.014 0.394 -1.305 0.215 0.862
```
Positions in Å, forces in eV/Å.

Output
SMILES   Cc1cccc(N2CCNCC2)c1C
Net charge   0
Spin multiplicity   1
Max |F|   7.0 eV/A
Energy relative to the best compared isomer or geometry (same formula, charge and spin)   66.99 kcal per mole
E_tot   -577.44253 a.u.
HOMO level   -7.98 eV

Löwdin population analysis, charges in e, atoms 1 to 6: C -0.009; C -0.225; C -0.090; C -0.122; C -0.038; C -0.228

***

No. 4
Here is C39H35ClN7NiO4 as an isolated structure at a distorted geometry from the Open Molecules 2025 dataset. Energies are from ωB97M-V/def2-TZVPD.

```
87
Properties=species:S:1:pos:R:3:forces:R:3
Ni -1.478 1.183 -0.209 0.346 -0.845 1.261
C -5.349 -0.149 3.952 -0.254 -0.115 0.096
C -5.163 -0.729 2.705 -0.201 0.045 0.153
C -3.991 -0.540 2.007 0.347 0.038 0.124
C -2.951 0.229 2.554 -0.415 -0.025 0.183
C -3.157 0.817 3.818 -0.089 0.019 -0.126
C -4.337 0.625 4.500 -0.020 0.030 0.043
N -1.792 0.448 1.865 -0.479 0.233 -2.086
C -0.632 0.540 2.538 1.310 0.225 0.538
C -0.326 -0.123 3.743 -0.247 0.026 -0.745
C 0.928 -0.030 4.303 0.885 0.269 0.156
C 1.916 0.764 3.715 -0.001 -0.525 0.806
C 1.657 1.436 2.540 -0.636 0.014 -0.684
C 0.401 1.319 1.915 0.494 -0.727 1.746
N 0.118 1.834 0.714 -0.782 0.515 -1.612
N 1.417 1.421 -1.760 -0.325 0.038 0.667
C 0.339 1.203 -2.620 -0.056 -0.074 -0.568
C 0.521 0.395 -3.742 -0.273 -0.026 -0.054
C -0.501 0.321 -4.672 0.097 0.204 0.271
C -1.650 1.068 -4.452 -0.033 0.116 0.017
C -1.754 1.818 -3.288 -0.218 -0.026 -0.558
N -0.796 1.867 -2.367 0.346 -0.407 0.167
H -6.277 -0.284 4.489 -0.085 -0.054 0.033
H -5.955 -1.330 2.278 -0.044 -0.027 -0.084
H -3.847 -0.977 1.029 0.025 -0.062 -0.082
H -2.385 1.453 4.232 0.005 -0.059 -0.002
H -4.470 1.100 5.464 -0.070 0.029 0.079
H -1.074 -0.757 4.200 -0.087 0.027 0.029
H 1.159 -0.595 5.198 -0.001 0.034 0.102
H 2.893 0.835 4.176 0.060 0.020 0.041
H 2.419 2.027 2.046 0.072 0.058 0.062
H 1.441 -0.159 -3.868 0.102 0.086 0.008
H -0.387 -0.281 -5.563 -0.032 -0.054 -0.017
H -2.465 1.055 -5.157 -0.097 0.039 -0.043
H -2.649 2.397 -3.090 0.044 -0.124 0.056
C 3.351 -3.863 -1.806 0.064 0.001 0.059
C 3.920 -3.044 -0.686 -0.186 0.104 -0.042
C 5.218 -3.221 -0.240 0.021 0.029 0.015
C 5.740 -2.417 0.760 0.075 -0.059 0.027
C 4.960 -1.424 1.329 0.152 -0.018 -0.010
C 3.653 -1.243 0.917 -0.152 -0.125 -0.081
C 3.128 -2.057 -0.083 0.699 0.071 0.039
N 1.808 -1.924 -0.523 -0.648 0.031 -0.171
C 1.102 -0.746 -0.704 0.157 -0.372 -0.060
N 1.895 0.308 -1.065 0.324 0.076 -0.125
C 1.432 2.685 -1.089 0.049 0.354 0.557
C 0.833 2.855 0.170 0.342 0.238 -0.109
C 0.927 4.109 0.795 0.117 -0.104 -0.173
C 1.521 5.164 0.145 0.108 0.039 0.092
C 2.058 4.997 -1.125 0.069 -0.066 -0.207
C 2.032 3.754 -1.747 0.050 0.253 -0.070
C 2.626 3.560 -3.114 -0.077 0.022 0.130
N -0.183 -0.702 -0.682 -0.355 0.799 -0.013
C -0.880 -1.847 -0.267 -0.111 -0.876 0.173
C -0.614 -2.438 0.971 -0.113 0.185 -0.033
C -1.262 -3.594 1.356 0.053 -0.070 0.055
C -2.194 -4.173 0.514 -0.116 -0.080 -0.042
C -2.474 -3.582 -0.707 -0.077 -0.149 0.139
C -1.825 -2.431 -1.123 0.250 0.103 0.112
C -2.114 -1.813 -2.452 0.041 0.131 0.069
H 4.142 -4.388 -2.335 0.018 -0.084 -0.034
H 2.818 -3.220 -2.505 -0.043 -0.028 -0.078
H 2.638 -4.597 -1.431 -0.084 -0.108 -0.048
H 5.829 -3.987 -0.702 0.050 -0.033 0.000
H 6.755 -2.574 1.093 0.095 0.033 0.038
H 5.372 -0.798 2.105 -0.023 0.088 0.103
H 3.023 -0.492 1.373 -0.089 0.113 0.107
H 1.219 -2.742 -0.428 0.021 0.173 0.041
H 2.859 0.067 -1.272 -0.294 0.134 -0.014
H 0.467 4.234 1.763 -0.046 -0.034 0.147
H 1.568 6.132 0.626 -0.039 0.080 -0.013
H 2.494 5.842 -1.641 0.078 0.029 -0.055
H 2.953 4.508 -3.533 0.051 0.074 -0.017
H 1.887 3.123 -3.783 0.025 -0.048 -0.195
H 3.479 2.883 -3.066 0.043 -0.062 -0.088
H 0.095 -1.972 1.641 0.036 0.138 0.057
H -1.027 -4.041 2.313 -0.055 0.003 0.072
H -2.703 -5.079 0.809 -0.077 -0.059 0.018
H -3.215 -4.023 -1.361 -0.046 -0.057 -0.067
H -2.779 -2.436 -3.047 -0.057 -0.042 -0.011
H -1.194 -1.639 -3.007 -0.011 -0.011 -0.035
H -2.589 -0.849 -2.275 0.015 -0.042 -0.345
O -3.185 2.730 -0.268 1.673 0.530 0.695
Cl -4.121 1.792 -0.800 -3.194 0.882 -0.709
O -4.596 2.264 -2.064 0.005 0.182 -0.525
O -5.224 1.617 0.071 -0.020 -0.162 0.444
O -3.444 0.539 -1.013 1.543 -1.126 0.207
```
Positions in Å, forces in eV/Å.

Output
Net charge   -1
Spin multiplicity   3
Max |F|   3.4 eV/A
Energy relative to the best compared isomer or geometry (same formula, charge and spin)   0.00 kcal per mole
E_tot   -4159.77568 a.u.
HOMO level (spin up / spin down)   -2.89 / -2.83 eV
Expectation value of S²   2.01

Löwdin population analysis, charges in e, atoms 1 to 6: Ni 0.739; C -0.137; C -0.113; C -0.049; C -0.297; C -0.048